Entry 1:
# C20H46Cl8N2

6 unconnected molecules or ions with the total composition C20H46Cl8N2 in a non-equilibrium geometry (ωB97M-V/def2-TZVPD, the Open Molecules 2025 dataset).

The geometry in ORCA input format:
```
! wB97M-V def2-TZVPD RIJCOSX def2/J DEFGRID3
* xyz 0 1
Cl -3.048 -3.639 2.048
Cl 0.090 -1.810 -2.185
Cl 4.957 -3.021 3.675
Cl 0.415 -5.377 -1.887
Cl 1.746 -3.118 3.626
Cl -3.198 -4.742 -4.035
Cl 2.249 0.076 -0.389
Cl -3.687 -1.952 -0.782
N -2.492 1.211 2.724
N 2.878 3.555 -3.550
C 2.884 -4.076 2.593
C 1.341 3.537 -3.521
C 3.233 2.196 -4.013
C 1.553 -1.466 0.108
C 2.910 3.419 -1.104
C 0.616 3.787 -4.932
C -3.791 1.968 2.981
C 4.564 2.109 -4.715
C -1.769 1.358 1.489
C -3.293 -1.848 1.926
C -4.644 1.327 3.928
C -0.670 -5.102 -3.283
C -1.524 1.328 3.851
C 4.057 -4.541 3.426
C -4.295 -1.593 0.889
C 3.479 3.849 -2.257
C -0.937 -0.036 4.248
C -2.096 -5.013 -2.726
C 0.169 -1.710 -0.358
C -1.751 2.647 1.030
H -2.467 -5.873 -1.953
H -1.532 -0.892 4.434
H -5.612 1.819 4.057
H 4.643 -5.201 2.772
H 3.180 4.871 -2.292
H 2.121 -4.958 2.496
H -0.797 1.995 3.735
H 3.078 4.373 -0.447
H 4.469 2.521 -5.658
H -0.111 -2.625 -0.046
H -1.627 2.569 0.004
H -2.473 3.494 1.008
H -4.282 1.991 2.181
H -4.207 1.020 4.960
H 2.177 -2.079 -0.383
H 0.663 2.863 -5.347
H 3.592 2.593 -0.707
H -0.447 0.261 5.319
H -3.449 2.884 3.533
H -1.876 1.485 4.750
H 1.537 -1.487 1.296
H 1.941 3.085 -0.978
H -4.710 -0.494 0.697
H 0.817 2.660 -3.103
H -0.358 4.253 -4.698
H 5.444 2.406 -4.294
H -0.455 -5.866 -4.122
H 3.180 1.504 -3.170
H -5.263 -2.141 1.262
H -0.701 3.088 1.413
H -2.391 -1.201 1.907
H 0.982 4.273 -3.086
H -0.087 -0.404 3.747
H 2.395 1.743 -4.650
H 1.324 4.657 -5.382
H -2.605 0.973 1.027
H 3.083 -3.507 1.706
H 4.584 3.876 -2.292
H 4.904 0.989 -4.962
H -4.907 0.244 3.599
H -0.373 -4.352 -3.689
H 3.829 -5.081 4.446
H -0.497 -0.945 0.045
H -2.008 -3.997 -2.356
H -0.980 0.783 1.401
H -3.671 -1.494 3.013
*
```

Summary:
SMILES string   CCN(CC)CC.CCN(CC)CC.ClCCCl.ClCCCl.ClCCCl.ClCCCl
Total energy   -4580.22615 a.u.
F_max   0.2277 Eh/bohr
Energy above the lowest of the compared OMol25 structures with the same formula, charge and spin   90.8 kJ/mol

Entry 2:
# C2H6O3

2 unconnected molecules or ions with the total composition C2H6O3 in a non-equilibrium geometry (ωB97M-V/def2-TZVPD, the Open Molecules 2025 dataset).

The geometry in ORCA input format:
```
! wB97M-V def2-TZVPD RIJCOSX def2/J DEFGRID3
* xyz 0 1
O 0.299 0.834 0.621
O -0.041 -1.742 -0.133
O -1.913 -2.907 0.513
C -1.367 -1.870 0.199
C 1.068 1.378 -0.484
H 1.716 0.558 -0.908
H 1.653 2.189 -0.114
H 0.216 -0.872 0.265
H -1.905 -0.874 0.165
H 0.372 1.721 -1.242
H -0.098 1.586 1.118
*
```

Summary:
SMILES string   O=CO.CO
Total energy   -305.50145 a.u.
F_max   0.0410 Eh/bohr
Energy above the lowest of the compared OMol25 structures with the same formula, charge and spin   134.1 kJ/mol

Entry 3:
# H20NeO10

A molecular structure, H20NeO10 (ωB97M-V/def2-TZVPD, the Open Molecules 2025 dataset).

The geometry in ORCA input format:
```
! wB97M-V def2-TZVPD RIJCOSX def2/J DEFGRID3
* xyz 0 1
Ne -0.134 -0.521 0.292
O -0.496 -2.938 -0.833
O -2.689 -1.301 -0.009
O 3.976 -0.069 0.135
O -1.300 -0.443 -2.324
O 2.360 -2.279 -0.313
O 2.576 2.093 -0.749
O -0.205 2.147 -1.679
O 0.851 -0.018 3.122
O -2.649 1.363 2.350
O -2.145 3.015 0.041
H 2.651 -2.136 -1.214
H -0.429 1.319 -2.104
H -3.113 0.541 2.507
H 4.705 -0.378 -0.404
H 0.665 2.000 -1.309
H -1.419 2.722 -0.509
H -1.301 -2.589 -0.448
H -1.535 -0.835 -3.165
H 3.157 1.380 -0.483
H 1.406 -2.336 -0.375
H 0.713 0.887 3.400
H 3.287 -0.720 0.003
H -1.874 1.312 2.910
H -1.979 -0.744 -1.721
H 2.828 2.829 -0.192
H -0.495 -3.863 -0.589
H 1.043 0.045 2.187
H -3.547 -1.691 -0.176
H -2.684 -1.128 0.933
H -2.224 2.339 0.715
*
```

Summary:
Total energy   -893.34225 a.u.
F_max   0.0189 Eh/bohr
Energy above the lowest of the compared OMol25 structures with the same formula, charge and spin   35.3 kJ/mol

Entry 4:
# C19H25MnN3O2P

A molecular structure, C19H25MnN3O2P (ωB97M-V/def2-TZVPD, the Open Molecules 2025 dataset).

The geometry in ORCA input format:
```
! wB97M-V def2-TZVPD RIJCOSX def2/J DEFGRID3
* xyz 1 6
Mn 0.966 -0.096 0.284
P -0.403 2.073 0.133
O 0.026 -1.007 -1.284
O -0.207 -5.230 -1.457
N 1.244 -2.191 0.554
N 2.414 -0.289 1.965
N 0.649 -3.016 -0.328
C -3.188 2.663 -0.173
C -2.138 -4.274 -4.342
C -0.788 -4.420 -2.354
C 3.449 -1.895 3.395
C 2.016 -2.607 1.479
C 0.013 -2.297 -1.267
C -2.159 1.569 0.105
C -1.365 -2.267 -3.305
C -0.043 2.897 -1.467
C 4.022 -0.879 4.139
C -0.714 -3.014 -2.310
C 2.645 -1.573 2.312
C -0.566 2.791 2.823
C 2.968 0.684 2.692
C 3.778 0.440 3.784
C -1.509 -5.032 -3.381
C -2.071 -2.877 -4.313
C -0.256 3.343 1.433
C -0.386 4.384 -1.567
H -3.107 3.493 0.529
H -1.434 4.584 -1.354
H 2.755 1.699 2.378
H -4.193 2.253 -0.081
H -1.553 -6.113 -3.394
H -0.177 4.739 -2.575
H 2.224 -3.661 1.640
H 3.618 -2.934 3.643
H -1.290 -1.190 -3.258
H 0.263 -4.674 -0.801
H -0.399 3.553 3.583
H 1.019 2.753 -1.673
H 0.215 4.980 -0.880
H 4.208 1.263 4.335
H -2.565 -2.289 -5.073
H -2.225 0.772 -0.640
H 0.763 3.734 1.390
H -0.575 2.312 -2.222
H -0.920 4.175 1.190
H -3.089 3.058 -1.183
H -1.606 2.472 2.904
H -2.354 1.091 1.068
H 0.065 1.932 3.067
H -2.690 -4.770 -5.130
H 4.652 -1.111 4.987
*
```

Summary:
Total energy   -2545.95917 a.u.
F_max   0.0079 Eh/bohr
Energy above the lowest of the compared OMol25 structures with the same formula, charge and spin   0.0 kJ/mol

Entry 5:
# C37H39ClIN6O2SeSnTe

A molecular structure, C37H39ClIN6O2SeSnTe in a non-equilibrium geometry (ωB97M-V/def2-TZVPD, the Open Molecules 2025 dataset).

The geometry in ORCA input format:
```
! wB97M-V def2-TZVPD RIJCOSX def2/J DEFGRID3
* xyz 1 1
I -0.288 -0.561 4.105
Te -0.084 1.156 -1.923
Sn 0.653 -0.068 0.983
Se 2.186 3.597 -0.766
Cl -7.092 6.041 1.276
O 0.852 -2.066 0.041
O -3.670 -4.950 0.899
N -1.649 -1.366 1.257
N 3.088 1.026 3.087
N 0.843 2.555 1.592
N 3.041 0.229 0.958
N 5.106 0.504 2.049
N 0.365 -5.230 -1.421
C -0.934 -5.441 -1.238
C -3.216 -4.892 -0.435
C -3.870 -0.420 1.580
C -2.218 -0.163 3.283
C 1.400 3.006 0.666
C -3.505 4.352 1.267
C -5.013 2.926 -0.013
C 5.165 1.937 4.012
C -2.005 -2.482 0.723
C 0.199 -3.116 -0.299
C -4.777 0.285 2.346
C 5.879 0.031 0.920
C -2.668 2.285 0.275
C -3.119 0.547 4.052
C -4.402 0.777 3.583
C 0.774 0.251 -7.043
C 3.725 -0.351 -0.182
C 2.390 -3.936 -1.228
C 3.714 1.559 4.283
C -4.530 5.227 1.497
C -0.824 -0.482 -3.143
C 5.826 0.782 3.274
C -1.749 -4.553 -0.573
C 5.101 0.268 -0.365
C -0.268 -0.252 -4.517
C -0.331 -0.572 -6.901
C 1.464 1.166 -3.435
C -5.807 4.958 0.985
C -6.035 3.801 0.226
C -2.571 -0.668 2.032
C -3.702 3.160 0.504
C -0.846 -0.827 -5.640
C -1.182 -3.353 -0.061
C 1.367 0.812 -5.925
C 0.848 0.568 -4.661
C 0.933 -4.144 -0.991
C 3.762 0.579 2.000
H -4.153 -0.796 0.608
H -1.310 -6.369 -1.644
H 5.206 2.834 3.393
H 3.667 0.803 5.078
H 3.150 2.432 4.618
H 2.229 1.453 -6.034
H 5.001 1.342 -0.539
H -2.821 1.386 -0.299
H 3.818 -1.434 -0.043
H -4.365 6.126 2.071
H -2.820 0.905 5.024
H 5.683 2.142 4.948
H -3.010 -2.849 0.936
H -3.822 -4.118 -0.919
H 2.180 1.409 2.857
H 2.314 0.569 -3.096
H 6.853 1.040 3.011
H -5.782 0.437 1.984
H 5.849 -0.111 3.912
H 2.823 -4.824 -1.673
H 1.801 2.189 -3.598
H 6.825 0.580 0.903
H -0.804 -1.000 -7.772
H -5.102 1.321 4.196
H 2.540 -3.087 -1.895
H -5.189 2.043 -0.608
H -1.912 -0.498 -3.161
H -2.516 4.555 1.649
H 6.110 -1.037 1.035
H 3.100 -0.178 -1.063
H 2.883 -3.708 -0.285
H -3.405 -5.842 -0.951
H -1.687 2.461 0.686
H -0.476 -1.435 -2.738
H -3.239 -5.683 1.350
H -1.710 -1.469 -5.531
H 5.623 -0.177 -1.211
H -7.022 3.622 -0.171
H 1.166 0.466 -8.026
*
```

Summary:
Total energy   -5553.73213 a.u.
F_max   0.0309 Eh/bohr
Energy above the lowest of the compared OMol25 structures with the same formula, charge and spin   382.7 kJ/mol

Entry 6:
# C38H36As2F3N3NiO12

A molecular structure, C38H36As2F3N3NiO12 in a non-equilibrium geometry (ωB97M-V/def2-TZVPD, the Open Molecules 2025 dataset).

The geometry in ORCA input format:
```
! wB97M-V def2-TZVPD RIJCOSX def2/J DEFGRID3
* xyz 0 3
As 0.813 5.539 -1.412
As -0.003 1.698 -0.663
Ni 0.006 -1.124 -0.465
F -0.127 -10.282 -2.521
F -1.042 -10.453 -0.564
F 1.112 -10.449 -0.750
O 2.003 4.888 1.153
O 2.306 3.321 -3.730
O -4.581 -0.779 6.365
O -3.485 -1.398 -2.463
O -2.029 3.407 2.256
O 1.721 1.185 -3.315
O -1.842 -1.167 -0.966
O -2.419 1.927 0.687
O -1.814 6.838 0.332
O -2.988 5.046 -0.070
O 2.530 2.732 0.918
O -5.792 -1.001 4.540
N 1.914 -0.985 -0.088
N 0.100 -1.333 -2.757
N -0.095 -0.770 1.681
C -1.288 1.817 -2.158
C -1.176 4.361 2.883
C -0.600 7.533 0.614
C -2.164 -0.888 4.760
C 2.043 3.897 0.456
C 1.821 2.506 -2.992
C -1.814 2.912 1.034
C 2.910 -1.269 -0.923
C -3.447 -0.861 4.213
C 0.074 -5.637 -0.738
C 0.001 -8.397 -1.089
C -4.704 -0.891 5.024
C 0.092 -3.008 -0.423
C -0.081 -7.562 -2.193
C 1.093 -0.514 2.089
C -3.582 -0.841 2.827
C 3.530 -0.703 1.650
C -0.745 3.425 0.125
C -1.894 5.544 0.000
C -0.019 -9.886 -1.239
C 0.019 5.189 -3.169
C -1.054 -0.859 3.943
C 2.485 0.744 -4.441
C 0.120 -7.864 0.189
C -0.680 4.697 -0.315
C 2.210 -0.700 1.194
C -2.311 -1.397 -2.138
C 1.373 2.722 -1.613
C 0.090 -4.217 -0.569
C 4.557 -0.972 0.775
C -1.192 -0.797 2.549
C 1.723 3.876 -0.984
C 0.157 -6.494 0.365
C 4.239 -1.251 -0.551
C -2.476 -0.817 2.002
C 3.071 2.797 2.240
C -0.043 -6.190 -2.017
C -1.241 -1.696 -3.220
H -1.791 4.894 3.602
H 0.346 -0.389 -3.021
H 0.245 -6.070 1.355
H -1.537 -1.170 -4.128
H -0.072 -0.919 4.395
H -0.374 3.841 3.412
H -2.062 1.077 -1.970
H -0.234 4.144 -3.330
H -3.665 -0.681 6.639
H 0.802 -1.972 -3.103
H 2.283 2.968 2.974
H 0.717 5.511 -3.940
H 5.012 -1.466 -1.274
H 1.923 -0.040 -4.942
H -0.818 1.619 -3.123
H -1.993 -0.961 5.828
H -0.112 -5.532 -2.873
H -1.759 2.797 -2.170
H 1.300 -0.211 3.113
H 3.442 0.352 -4.091
H -0.883 8.359 1.263
H -0.728 5.070 2.193
H 0.178 -8.528 1.042
H -0.180 -7.984 -3.184
H -0.167 7.937 -0.299
H 2.630 -1.542 -1.930
H 0.135 6.904 1.119
H 2.670 1.569 -5.124
H 3.555 1.842 2.411
H -0.886 5.794 -3.246
H -4.579 -0.849 2.411
H 3.724 -0.542 2.704
H 3.794 3.609 2.310
H -2.585 -0.812 0.926
H -1.297 -2.770 -3.390
H 5.584 -1.001 1.111
*
```

Summary:
Total energy   -8816.12903 a.u.
F_max   0.0320 Eh/bohr

Entry 7:
# C7H12N2OS2

C7H12N2OS2 in the gas phase in a non-equilibrium geometry (ωB97M-V/def2-TZVPD, the Open Molecules 2025 dataset).

The geometry in ORCA input format:
```
! wB97M-V def2-TZVPD RIJCOSX def2/J DEFGRID3
* xyz 0 1
S 3.044 -1.866 0.094
S 0.329 -1.137 -0.692
O 0.096 -2.612 -0.802
N 4.025 0.441 0.022
N 4.285 -0.780 0.114
C -2.614 0.216 0.456
C 2.061 2.045 -0.418
C -0.275 -0.624 0.892
C -2.622 -0.074 -1.197
C -1.780 -0.808 1.162
C 2.641 0.652 -0.167
C 1.935 -0.540 -0.312
H -3.218 0.792 -1.692
H -1.429 -0.095 -1.517
H 0.124 0.394 1.114
H 1.907 2.603 0.501
H -3.703 0.304 0.868
H -1.898 -0.647 2.221
H -1.949 1.347 0.562
H 0.213 -1.236 1.609
H -2.189 -1.789 0.852
H -3.180 -1.211 -1.443
H 2.910 2.599 -1.031
H 1.287 2.027 -1.198
*
```

Summary:
Total energy   -1254.87907 a.u.
F_max   0.0768 Eh/bohr
Energy above the lowest of the compared OMol25 structures with the same formula, charge and spin   486.4 kJ/mol